Here is an isolated ion of composition C5H10N3OS and charge +1 in a non-equilibrium geometry from OMol25. Energies are from wB97M-V/def2-TZVPD.

Geometry (Å):
C -1.365 -0.684 -0.045
C 1.099 1.518 0.245
C -3.486 0.475 0.187
C 2.121 -0.277 1.101
C 2.103 0.011 -1.183
N 0.062 -0.716 -0.304
N -2.195 0.310 -0.407
N 1.179 0.054 -0.039
O -1.747 -1.793 0.195
S -0.447 2.086 0.086
H -3.976 1.516 -0.191
H -4.017 -0.145 -0.472
H -3.416 0.453 1.204
H 2.536 0.592 1.638
H 1.451 -0.772 1.974
H 2.922 -1.002 0.885
H 1.487 0.324 -2.156
H 2.858 0.651 -1.091
H 2.426 -0.946 -1.195
H 0.405 -1.654 -0.431

Summary:
total energy = -833.66311 hartree
charge = +1
2S+1 = 1
energy above the lowest of the compared OMol25 structures with the same formula, charge and spin = 178.19 kcal per mole